Entry P
The following is a quantum chemistry calculation of an isolated molecule of C2H6N2S, from the Open Molecules 2025 dataset.

Geometry (Å):
1 C 1.11 -0.62 0.68
2 C -0.20 0.09 0.85
3 S -0.85 0.48 2.35
4 N -0.94 0.44 -0.22
5 N -0.81 0.43 -1.56
6 H 1.81 0.03 0.15
7 H 0.94 -1.56 0.10
8 H 1.58 -0.89 1.59
9 H -1.87 0.94 -0.05
10 H -0.23 1.14 -2.01
11 H -0.54 -0.48 -1.88

## Properties
SMILES ... CC(=S)NN

---

Entry Q
The following is a quantum chemistry calculation of an isolated molecule of C2H6N2S, from the Open Molecules 2025 dataset.

Geometry (Å):
1 H -2.24 0.29 0.58
2 N -1.56 -0.51 0.86
3 C -0.48 -0.39 0.27
4 N 0.41 -1.42 0.18
5 C 0.10 1.00 -0.10
6 S 1.35 1.00 -1.56
7 H 1.60 -1.24 0.49
8 H 0.16 -1.88 1.26
9 H 0.63 1.42 0.67
10 H -0.71 1.70 -0.40
11 H 0.75 0.01 -2.24

## Properties
SMILES ... [H]/N=C(/N)CS

---

Which is most stable? The ranking, best first, is entry P, entry Q.

---

Entry P
The following is a quantum chemistry calculation of an isolated molecule of C2H6N2S, from the Open Molecules 2025 dataset.

Geometry (Å):
1 H 2.04 -2.13 0.12
2 N 2.12 -1.04 0.02
3 C 0.97 -0.37 0.09
4 N 1.10 0.90 -0.09
5 S -0.58 -1.28 -0.14
6 C -1.88 0.10 0.05
7 H 1.97 1.24 0.30
8 H 0.66 1.33 -0.95
9 H -1.75 1.03 -0.56
10 H -2.74 -0.39 0.09
11 H -1.93 0.60 1.05

## Properties
SMILES ... [H]/N=C(/N)SC

---

Entry Q
The following is a quantum chemistry calculation of a structure of composition C2H6N2S, from the Open Molecules 2025 dataset.

Geometry (Å):
1 C 1.84 -0.48 -0.11
2 C -0.09 0.46 0.03
3 H 2.29 0.62 -0.67
4 H 2.04 -1.31 -0.92
5 H 2.39 -0.93 0.81
6 H 0.47 1.38 -0.17
7 H -1.76 1.88 -0.37
8 H -3.44 -0.88 1.35
9 N 0.42 -0.77 0.12
10 N -1.50 0.62 0.15
11 S -2.67 -0.59 -0.22

---

Which is most stable? The ranking, best first, is entry P, entry Q.

---

Entry P
The following is a quantum chemistry calculation of the ion C3H6N3O with charge +1, from the Open Molecules 2025 dataset.

Geometry (Å):
1 N 1.29 0.66 -0.84
2 C 0.35 1.40 -0.38
3 N -0.79 0.96 0.09
4 C -1.17 -0.48 -0.02
5 C -0.49 -1.51 0.73
6 N 0.20 -2.10 1.46
7 O 1.03 -2.81 1.91
8 H 1.42 -0.31 -1.08
9 H 2.04 1.25 -1.26
10 H 0.52 2.55 -0.17
11 H -1.27 1.53 0.72
12 H -0.87 -0.56 -1.08
13 H -2.26 -0.59 -0.08

## Properties
Total charge ... +1
SMILES ... N/C=[NH+]\CC#[N+][O-]

---

Entry Q
The following is a quantum chemistry calculation of the ion C3H6N3O with charge +1, from the Open Molecules 2025 dataset.

Geometry (Å):
1 N 1.67 -0.28 -0.86
2 C 0.18 -0.41 -1.13
3 C -0.50 -0.03 0.23
4 N 0.12 0.07 1.30
5 N -0.76 0.68 2.19
6 C -1.89 0.66 1.60
7 O -1.80 0.34 0.32
8 H 2.34 -0.66 -1.53
9 H 1.81 -0.90 -0.11
10 H 1.83 0.74 -0.72
11 H -0.06 -1.51 -1.41
12 H -0.12 0.20 -1.90
13 H -2.82 1.10 2.03

## Properties
Total charge ... +1
SMILES ... [NH3+]Cc1nnco1

---

Which is most stable? The ranking, best first, is entry Q, entry P.

---

Entry P
The following is a quantum chemistry calculation of an isolated molecule of C4H8N4O2, from the Open Molecules 2025 dataset.

Geometry (Å):
1 C 0.65 -0.93 0.09
2 C -0.50 1.53 0.34
3 C -1.36 0.35 0.50
4 C -2.47 0.27 -0.55
5 N -0.59 -0.89 0.42
6 N 1.36 0.23 -0.12
7 N 1.26 -2.11 -0.13
8 N 2.65 0.46 -0.09
9 O 3.40 -0.51 0.00
10 O 3.01 1.61 -0.16
11 H -0.43 2.04 -0.60
12 H 0.00 1.97 1.19
13 H -1.80 0.34 1.51
14 H -3.16 1.10 -0.44
15 H -3.01 -0.66 -0.42
16 H -2.04 0.28 -1.55
17 H 0.75 -2.94 0.12
18 H 2.27 -2.11 -0.12

---

Entry Q
The following is a quantum chemistry calculation of an isolated molecule of C4H8N4O2, from the Open Molecules 2025 dataset.

Geometry (Å):
1 C -0.48 1.63 0.40
2 C 0.15 0.06 2.05
3 C -0.85 0.71 -0.55
4 C 0.80 -0.86 -0.07
5 N 0.04 1.40 1.54
6 N 0.25 -1.19 1.15
7 N 0.62 -1.74 -1.10
8 N -0.49 1.02 -1.88
9 O -0.74 0.07 -2.62
10 O 0.14 2.02 -2.19
11 H -0.27 2.69 0.22
12 H 0.89 0.09 2.82
13 H -0.63 -0.27 2.72
14 H -1.54 -0.02 -0.32
15 H 1.70 -0.12 -0.08
16 H -0.59 -1.73 1.25
17 H -0.17 -2.26 -1.45
18 H 1.17 -1.50 -1.90

---

Which is most stable? The ranking, best first, is entry P, entry Q.

---

Entry P
The following is a quantum chemistry calculation of the ion C4H9N4 with charge +1, from the Open Molecules 2025 dataset.

Geometry (Å):
1 C -0.55 0.78 0.84
2 C 0.51 1.63 0.40
3 C 1.85 -0.90 0.51
4 C -0.98 -0.18 0.05
5 N 1.47 1.25 -0.35
6 N 1.69 -0.19 -0.53
7 N 1.71 -0.35 -1.91
8 N -2.11 -0.84 0.78
9 H -0.94 1.36 1.63
10 H 0.16 2.69 0.53
11 H 2.04 -1.98 0.21
12 H 2.19 1.92 -0.61
13 H 0.74 0.09 -2.34
14 H 1.95 -1.21 -2.25
15 H -1.81 -1.09 1.74
16 H -2.42 -1.73 0.34
17 H -3.05 -0.44 0.85

## Properties
Total charge ... +1

---

Entry Q
The following is a quantum chemistry calculation of a cluster of 2 separate species, C4H9N4 in total, from the Open Molecules 2025 dataset.

Geometry (Å):
1 C 1.13 1.53 -0.20
2 C 0.33 -0.92 -0.67
3 C 0.56 -2.06 -1.45
4 C 0.91 0.37 -0.50
5 N 1.23 2.83 -0.08
6 N -0.86 -0.98 -0.06
7 N 1.12 -3.19 -1.48
8 N -1.68 1.03 1.80
9 H 0.64 3.26 0.59
10 H 2.19 3.26 -0.30
11 H -1.38 -0.27 0.45
12 H -1.36 -1.80 -0.41
13 H 1.00 -3.67 -2.43
14 H 1.86 -3.49 -0.91
15 H -1.99 1.00 2.77
16 H -2.62 1.26 1.35
17 H -1.08 1.84 1.55

## Properties
Total charge ... +1

---

Which is most stable? The ranking, best first, is entry Q, entry P.

---

Entry P
The following is a quantum chemistry calculation of a structure of composition C4H9N4, from the Open Molecules 2025 dataset.

Geometry (Å):
1 C 0.16 -0.74 -0.66
2 C -0.44 0.63 0.57
3 C -0.95 0.15 -0.70
4 C 0.61 -0.37 0.75
5 N 0.65 -1.68 -1.51
6 N -0.99 1.54 1.37
7 N -2.11 0.24 -1.43
8 N 2.09 0.10 1.01
9 H 0.26 -1.76 -2.45
10 H 1.26 -2.44 -1.17
11 H -0.86 1.82 2.36
12 H -1.90 1.98 1.15
13 H -2.20 -0.65 -1.96
14 H -2.96 0.53 -0.83
15 H 2.68 -0.71 1.29
16 H 2.21 0.62 1.94
17 H 2.51 0.72 0.28

## Properties
Total charge ... +1

---

Entry Q
The following is a quantum chemistry calculation of a cluster of 2 separate species, C4H9N4 in total, from the Open Molecules 2025 dataset.

Geometry (Å):
1 C -2.08 -0.07 0.90
2 C -0.78 0.33 0.49
3 C -1.23 0.84 -1.19
4 C 0.52 0.43 0.95
5 N -2.99 -0.05 0.00
6 N -2.51 0.59 -1.17
7 N -0.44 1.44 -2.02
8 N 1.50 -1.34 0.71
9 H -2.25 -0.58 1.80
10 H 1.18 0.75 0.17
11 H 0.65 0.32 2.01
12 H -3.21 1.01 -1.79
13 H 0.51 1.07 -1.97
14 H -0.69 1.89 -2.94
15 H 2.52 -1.04 0.65
16 H 1.09 -2.06 0.12
17 H 1.53 -1.70 1.61

## Properties
Total charge ... +1

---

Entry R
The following is a quantum chemistry calculation of the ion C4H9N4 with charge +1, from the Open Molecules 2025 dataset.

Geometry (Å):
1 C -0.68 1.98 0.09
2 C 0.27 0.91 -0.28
3 N 1.39 1.20 -0.74
4 N 2.27 0.19 -1.00
5 C 2.00 -0.99 -0.76
6 C 0.66 -1.55 -0.18
7 N -0.23 -0.41 -0.14
8 N -1.50 -0.59 0.57
9 H -1.52 2.13 -0.50
10 H -0.18 2.94 0.24
11 H -0.93 1.70 1.16
12 H 2.74 -1.71 -1.08
13 H 0.31 -2.27 -0.81
14 H 0.79 -1.91 0.94
15 H -1.83 0.38 0.49
16 H -1.47 -0.58 1.74
17 H -2.08 -1.41 0.26

## Properties
Total charge ... +1
SMILES ... CC1=NN=CCN1[NH3+]

---

Which is most stable? The ranking, best first, is entry P, entry Q, entry R.

---

Entry P
The following is a quantum chemistry calculation of an isolated molecule of C3H7N, from the Open Molecules 2025 dataset.

Geometry (Å):
1 C -0.72 1.18 0.30
2 N 0.44 0.31 0.37
3 C 0.26 -1.12 0.43
4 C 0.85 -0.49 -0.77
5 H -1.62 0.76 0.73
6 H -0.96 1.44 -0.72
7 H -0.54 2.11 0.85
8 H 0.89 -1.67 1.12
9 H -0.75 -1.50 0.32
10 H 1.92 -0.55 -0.96
11 H 0.24 -0.49 -1.67

## Properties
SMILES ... CN1CC1

---

Entry Q
The following is a quantum chemistry calculation of a cluster of 2 separate species, C3H7N in total, from the Open Molecules 2025 dataset.

Geometry (Å):
1 C 0.12 0.73 -3.22
2 C -0.35 -0.17 -4.15
3 H 1.15 0.41 -2.94
4 H -0.46 1.61 -2.94
5 H -0.33 -1.24 -4.10
6 H -0.95 0.23 -4.98
7 C 0.17 -0.58 4.16
8 N 0.62 -0.18 5.33
9 H 0.55 -1.43 3.61
10 H -0.42 0.11 3.65
11 H -0.09 0.50 5.58

## Properties
SMILES ... C=C.C=N

---

Which is most stable? The ranking, best first, is entry P, entry Q.

---

Entry P
The following is a quantum chemistry calculation of a structure of composition C3H7N, from the Open Molecules 2025 dataset.

Geometry (Å):
1 C -0.12 0.17 1.40
2 C -0.10 0.09 -0.04
3 C 0.64 -1.07 -0.68
4 N -0.51 1.01 -0.86
5 H 0.71 -0.16 2.02
6 H -0.94 -0.56 0.85
7 H -0.77 0.90 1.88
8 H 0.65 -1.95 -0.03
9 H 0.02 1.87 -0.74
10 H 1.63 -0.72 -0.94
11 H 0.13 -1.35 -1.60

---

Entry Q
The following is a quantum chemistry calculation of an isolated molecule of C3H7N, from the Open Molecules 2025 dataset.

Geometry (Å):
1 C 0.63 0.54 1.83
2 C 0.28 0.52 0.55
3 N -0.21 -0.55 -0.15
4 C -0.58 -0.48 -1.55
5 H 0.38 -0.14 2.64
6 H 0.96 1.48 2.28
7 H 0.51 1.37 -0.09
8 H -0.06 -1.47 0.23
9 H -1.64 -0.68 -1.65
10 H 0.05 -1.11 -2.18
11 H -0.32 0.52 -1.91

## Properties
SMILES ... C=CNC

---

Which is most stable? The ranking, best first, is entry Q, entry P.